A structure of composition C41H31BiN10O7S at a distorted geometry, computed with ωB97M-V/def2-TZVPD.

For the LUMO energy, the calculation gives -1.123 eV. The net charge is 0. The energy above the lowest of the compared OMol25 structures with the same formula, charge and spin comes out at 0.0000 eV. Its HOMO energy is -8.1220 eV. The gap between HOMO and LUMO is 7.0 eV.

Last column: Löwdin charge in e.
Positions of all 91 atoms, in Å:
H 0.51110 5.48290 1.77670  0.145
N 2.86530 -0.24920 -4.05620  0.104
C -1.79640 -1.83470 2.43610  -0.103
H 1.87570 -1.35740 4.33460  0.108
C -4.58160 2.25910 2.60690  -0.047
H -4.59740 0.86580 -1.80420  0.121
C 5.51070 -5.06180 -0.28620  -0.001
H 3.64660 4.14770 -1.25200  0.070
N -0.76570 -1.95910 1.62060  0.039
O 0.51020 2.36480 4.36620  -0.294
C -2.47770 1.97160 3.76990  -0.015
N -2.07870 0.81100 0.35640  0.019
C 3.88350 0.87710 1.92580  -0.008
O 3.78230 5.05350 -0.82180  0.126
O -0.10740 0.01350 4.83080  -0.299
C 0.23650 -2.76940 1.97680  -0.202
N -0.88080 -3.33910 4.00370  0.110
H -2.19610 0.47330 -2.83100  0.150
C 5.26480 -4.57300 2.02970  -0.025
H 4.20910 -2.93700 -1.49110  0.125
H -2.69350 -2.43140 4.31390  0.117
H -3.28180 -1.63830 -2.23230  0.080
H -5.74560 1.83780 0.15760  0.122
C 5.75420 -0.79000 1.79760  -0.024
C 2.99870 -0.76050 -2.84890  -0.086
O -0.56100 0.24190 -1.67660  -0.367
H 6.82240 -5.42060 3.24660  0.109
H -2.13100 -1.90210 -0.89750  0.067
C 2.43100 2.14390 -0.97190  -0.582
C 1.77560 4.38470 0.30970  -0.035
C 6.65550 -5.76980 0.04670  -0.133
C -4.71040 1.53980 0.22070  0.024
N 7.10320 -5.89350 1.28290  0.064
H 2.58660 -4.18110 2.26530  0.110
C 4.41990 -0.34750 2.31340  -0.246
H -0.87850 3.33380 1.72560  0.145
C -4.01650 1.72260 1.43880  -0.151
H -5.61530 2.56560 2.60580  0.108
H -4.24590 2.77920 4.64540  0.111
H 3.89990 -0.49440 -2.32030  0.119
C -1.90900 0.01940 -1.86920  -0.466
N 1.24650 -2.23280 -0.10910  0.089
O 2.18690 0.91930 -0.82210  -0.151
H 0.92020 -4.13900 3.53050  0.115
Bi 0.15600 0.20820 0.34910  1.993
H 6.55590 -0.39850 2.42410  0.092
S 0.35700 1.01040 3.89840  0.606
C 1.75000 -0.51540 -4.71740  -0.108
N -0.58490 1.00260 2.55830  -0.268
H 4.76280 -4.09960 2.85870  0.093
C -3.81080 2.37180 3.74260  -0.064
C -2.72530 0.65000 -0.76990  -0.221
C 2.90010 5.34920 0.10310  -0.515
C 3.69760 -1.14080 3.19790  -0.032
C 2.65630 1.29050 2.41180  -0.075
H 5.91720 -0.42050 0.78850  0.086
C -1.85590 -2.52500 3.63900  -0.088
H 1.67100 -0.10470 -5.71600  0.105
H 4.12740 -2.06870 3.54370  0.102
H 7.25010 -6.25590 -0.71650  0.109
O 3.35820 2.62700 -1.62160  0.057
C 3.42020 -2.94840 -0.75460  0.073
H -0.16720 -1.52320 -4.67610  0.106
C 0.71590 4.62020 1.17500  0.031
C -2.65420 1.32120 1.45540  -0.192
C 3.57160 -3.64920 0.43800  -0.135
N -0.07080 3.53920 1.15130  0.061
C -1.86110 1.43260 2.64010  -0.355
H 5.18630 -5.00740 -1.31310  0.112
C 0.14870 -3.46290 3.19050  -0.066
C -2.25760 -1.48420 -1.89510  -0.022
C -4.07950 1.00690 -0.87030  0.019
O 2.96660 6.34450 0.78120  0.100
H 4.43810 1.50690 1.24620  0.127
N 0.89900 -1.85490 -2.96210  0.136
H 5.83330 -1.87450 1.79480  0.058
C 4.78710 -4.43130 0.72680  -0.171
H -1.56360 -1.99340 -2.55950  0.057
C 1.54620 3.07720 -0.17910  -0.138
N 0.42640 2.60240 0.34620  -0.036
C 2.44910 -0.75120 3.65030  -0.056
H -1.89460 2.06460 4.67180  0.099
C 1.37500 -2.87810 1.04970  -0.215
C 6.41980 -5.30540 2.24920  -0.132
C 2.01910 -1.59720 -2.29690  -0.236
C 2.22640 -2.26560 -1.00060  -0.203
H -2.59470 -1.18290 2.11580  0.108
C 2.51400 -3.61930 1.34940  0.049
C 0.75400 -1.30030 -4.15430  -0.117
C 1.92980 0.46390 3.24840  -0.299
H 2.26790 2.26680 2.17850  0.104